Density functional theory data (ωB97M-V/def2-TZVPD) for a 6-piece molecular cluster, C42H81F12N3O7P2S2 overall.

```
! RIJCOSX wB97M-V def2-TZVPD def2/J DEFGRID3
* xyz 0 1
C 4.6600 -1.6348 1.0129
C 3.5854 -1.4745 -0.0703
C 2.9037 -0.1024 -0.0767
C 2.1706 0.2192 1.2344
C 1.2165 -0.9113 1.6204
C 1.5805 1.6564 1.3603
O 0.9379 1.7649 2.6513
C 1.4911 2.1076 3.8605
F 2.1153 3.3215 3.7503
F 0.4029 2.3535 4.6407
P 2.6678 0.9196 4.7799
C 1.4083 -0.3898 5.0788
O 2.6260 1.7211 6.2199
P 3.0986 2.8113 1.1767
S 4.7733 2.2637 2.0158
C 0.4182 2.0663 0.3418
C -0.3557 3.3247 0.8233
C 0.3163 4.6649 1.0550
F 1.2193 5.0142 0.0439
N 1.1223 2.1801 -0.9232
C 0.9794 2.9932 -1.8873
C -0.1004 4.0056 -2.1922
C 1.9871 2.8594 -3.0039
N -0.5568 0.9445 0.2236
C -1.5815 0.7895 1.2588
C -2.0216 -0.6687 1.4394
C -3.4731 -0.8405 1.8863
C -4.0186 -2.2004 1.4678
N -5.2826 -2.4780 2.1686
C -1.1183 0.6935 -1.0976
C -0.3160 -0.3365 -1.9012
C -1.1345 -0.9750 -2.9943
F -1.9619 -0.0514 -3.5619
F -1.9354 -1.9591 -2.5276
C -0.3253 -1.5314 -4.2156
F 0.5349 -0.5887 -4.6159
F -1.1723 -1.7685 -5.2212
S 0.6502 -3.1590 -3.9663
F 0.5314 -3.0707 -2.3815
F 2.0318 -2.3851 -3.8747
F 0.8192 -3.2748 -5.5363
F -0.7082 -3.9731 -4.0221
F 1.4273 -4.5141 -3.8033
H 5.0378 -0.6600 1.3309
H 4.2764 -2.1412 1.9028
H 5.5099 -2.2151 0.6500
H 4.0390 -1.6062 -1.0572
H 2.8308 -2.2619 0.0188
H 2.2172 -0.0502 -0.9199
H 3.6789 0.6487 -0.2617
H 2.9539 0.2262 2.0092
H 0.5799 -1.2285 0.7970
H 0.5844 -0.6240 2.4552
H 1.8064 -1.7777 1.9352
H 1.6153 -1.2432 4.4328
H 0.3772 -0.0648 4.9342
H 1.5225 -0.7150 6.1166
H 1.7395 1.6967 6.6164
H 2.6681 4.0519 1.6215
H 3.1849 2.9887 -0.2010
H -0.8088 3.0965 1.7882
H -1.1934 3.4500 0.1393
H -0.4480 5.4449 1.0922
H 0.8568 4.6829 2.0035
H -1.0160 3.8642 -1.6297
H -0.3458 3.9177 -3.2551
H 0.2518 5.0288 -2.0469
H 2.8835 2.3458 -2.6592
H 2.2315 3.8427 -3.4131
H 1.5520 2.2736 -3.8219
H -2.4795 1.3795 0.9992
H -1.2257 1.1844 2.2070
H -1.3764 -1.1540 2.1737
H -1.8687 -1.2167 0.5021
H -4.1032 -0.0404 1.4779
H -3.5561 -0.7820 2.9759
H -4.1847 -2.2016 0.3794
H -3.2751 -2.9609 1.7151
H -5.5862 -3.4227 1.9636
H -5.9753 -1.8492 1.7736
H -2.1350 0.3175 -0.9575
H -1.2365 1.5975 -1.6942
H 0.5548 0.1377 -2.3548
H 0.0567 -1.1099 -1.2345
C 1.2475 2.7584 10.5709
C 2.4127 1.9527 9.9970
C 1.6752 0.8537 9.2465
O 0.4580 1.4393 8.7768
C 0.2444 2.6974 9.4254
H 1.5121 3.7809 10.8360
H 0.8460 2.2664 11.4590
H 2.9894 2.5653 9.3010
H 3.0923 1.5592 10.7512
H 1.4481 0.0045 9.8997
H 2.2294 0.4849 8.3828
H 0.4185 3.5053 8.7071
H -0.7939 2.7460 9.7546
C 3.5384 -4.1093 -7.3638
C 3.0862 -3.2626 -8.5522
C 4.3905 -3.1033 -9.3241
O 5.1451 -4.2905 -9.0826
C 4.5553 -5.0357 -8.0172
H 2.7257 -4.6470 -6.8786
H 4.0250 -3.4780 -6.6169
H 2.3531 -3.8098 -9.1485
H 2.6485 -2.3069 -8.2666
H 4.9574 -2.2377 -8.9641
H 4.2444 -2.9952 -10.3996
H 4.0685 -5.9264 -8.4293
H 5.3440 -5.3589 -7.3369
C 0.5178 7.0803 -6.0539
C -0.6929 7.9179 -5.6446
C -1.0338 7.3171 -4.2870
O 0.2044 6.8814 -3.7236
C 1.2290 6.9027 -4.7186
H 1.1480 7.5577 -6.8026
H 0.1939 6.1136 -6.4453
H -0.4076 8.9660 -5.5356
H -1.5226 7.8608 -6.3475
H -1.7034 6.4558 -4.3927
H -1.4959 8.0302 -3.6035
H 1.9098 7.7356 -4.5159
H 1.7974 5.9729 -4.6556
C -6.7784 -3.3634 -3.1248
C -7.7767 -4.1077 -2.2385
C -7.3713 -3.6222 -0.8529
O -6.8814 -2.2927 -1.0244
C -6.6798 -2.0207 -2.4121
H -7.0995 -3.2648 -4.1606
H -5.8118 -3.8712 -3.1127
H -8.7972 -3.7947 -2.4682
H -7.7220 -5.1912 -2.3341
H -6.5688 -4.2435 -0.4385
H -8.1983 -3.6059 -0.1419
H -7.4564 -1.3301 -2.7584
H -5.7090 -1.5386 -2.5357
C 0.1431 -4.5412 4.5925
C -0.7026 -5.7904 4.3462
C -2.0367 -5.1783 3.9361
O -1.7221 -3.9535 3.2722
C -0.3522 -3.6176 3.4872
H 1.2164 -4.7198 4.5393
H -0.0862 -4.1171 5.5725
H -0.2828 -6.3751 3.5251
H -0.7901 -6.4380 5.2173
H -2.6607 -4.9622 4.8093
H -2.6072 -5.8083 3.2523
H 0.2074 -3.7726 2.5574
H -0.2895 -2.5613 3.7524
*
```

LUMO: 0.013 Eh
HOMO level: -8.2 eV
Frontier orbital gap: 8.544 eV
Structure (SMILES): CCC[C@H](C)[C@@](OC(F)(F)P(C)O)([PH2]=S)[C@@](CCF)(N=C(C)C)N(CCCCN)CCC(F)(F)C(F)(F)S(F)(F)(F)(F)F.C1CCOC1.C1CCOC1.C1CCOC1.C1CCOC1.C1CCOC1

Löwdin atomic charge list, values in e, 8 entries:
1. C -0.095
2. C -0.244
3. C -0.199
4. C -0.328
5. C -0.058
6. C -0.377
7. O -0.066
8. C -0.700

---

Density functional theory data (ωB97M-V/def2-TZVPD) for a 4-piece molecular cluster, C33H69BBrN4O13P2S overall in a non-equilibrium geometry.

```
! RIJCOSX wB97M-V def2-TZVPD def2/J DEFGRID3
* xyz 1 1
C 0.8442 0.4524 4.2355
C -0.3315 1.4473 4.3874
B -0.3545 2.4217 3.1710
O 0.3825 3.5742 3.2847
C -1.0850 2.3109 1.7362
C -1.9113 3.6168 1.7646
N -2.6519 3.7268 3.0345
N -2.0795 1.1712 1.4929
N -2.7819 0.5931 2.5926
C -2.5066 -0.7860 2.9332
C -3.6651 -1.7561 2.9766
O -1.3888 -1.1572 3.2301
C -4.2100 0.9796 2.7094
C -5.1987 0.8482 1.5723
O -4.5709 1.3759 3.7960
C -1.5057 0.3037 0.3781
Br -2.7334 -0.9734 -0.3344
O -0.3221 -0.2218 0.8793
C 0.0220 -1.5918 0.5962
C 1.4593 -1.8391 1.1007
C 2.4579 -1.8194 -0.0653
C 1.5825 -3.1801 1.8430
C 2.4159 -3.1449 3.1379
C 1.5669 -2.8244 4.3916
C 3.6640 -2.2740 3.0712
C -1.0094 1.3775 -0.5865
C -0.0346 0.9236 -1.6679
C -0.6938 0.2027 -2.8373
O -1.1920 0.8182 -3.7612
O -0.6859 -1.1697 -2.7988
N -1.9625 2.2547 -1.2613
C -3.0729 1.9880 -1.6657
S -4.5203 1.7131 -2.1468
C -0.1792 2.3855 0.4380
O -0.1895 3.6056 -0.2424
P 1.6371 1.9892 0.5706
P 2.7599 3.6862 1.2947
O 3.4110 3.3316 2.5592
O 1.9309 5.0246 1.4053
O 3.8538 3.9692 0.1913
H 0.8258 0.0292 3.2425
H 0.7275 -0.3293 4.9639
H 1.7702 0.9677 4.4501
H -1.2564 0.9474 4.6290
H -0.0882 2.0390 5.2663
H 0.1812 3.9364 4.1503
H -1.2460 4.4574 1.7359
H -2.5447 3.7210 0.8853
H -2.3977 4.5923 3.4832
H -3.6453 3.8069 2.8741
H -2.8193 1.6722 0.9811
H -4.2130 -1.6354 3.9032
H -3.2464 -2.7463 2.9755
H -4.3127 -1.6774 2.1188
H -4.7549 0.8416 0.5854
H -5.7783 -0.0420 1.7441
H -5.8489 1.7066 1.6249
H 0.0302 -1.7863 -0.4649
H -0.6182 -2.2843 1.1141
H 1.7330 -1.0247 1.7588
H 2.1663 -1.1627 -0.8804
H 2.6263 -2.8024 -0.4819
H 3.4171 -1.4741 0.2954
H 0.6123 -3.5920 2.1062
H 2.0538 -3.9106 1.2019
H 2.7600 -4.1615 3.2806
H 0.5682 -2.5560 4.0780
H 2.0429 -2.0294 4.9460
H 1.5172 -3.6981 5.0194
H 4.3353 -2.6036 3.8530
H 4.2114 -2.3702 2.1450
H 3.4308 -1.2396 3.3026
H 0.4443 1.8002 -2.0707
H 0.7460 0.2835 -1.2865
H 0.1793 -1.4970 -3.0647
H 0.1498 4.3218 0.3093
H 1.7086 1.1153 1.6692
H 2.1893 5.5272 2.1832
H 4.6518 3.4827 0.4273
C -3.1278 -4.1411 -3.8670
C -2.1891 -4.2840 -2.6815
O -2.7691 -4.9239 -1.5594
C -3.2066 -6.2584 -1.7653
C -2.0936 -7.2141 -2.1574
H -4.0621 -3.6683 -3.5605
H -2.6641 -3.5324 -4.6434
H -3.3759 -5.1076 -4.3066
H -1.9019 -3.2918 -2.3342
H -1.2641 -4.7926 -2.9791
H -4.0176 -6.2851 -2.5004
H -3.6346 -6.5736 -0.8141
H -1.6903 -6.9856 -3.1452
H -2.4690 -8.2365 -2.1828
H -1.2719 -7.1592 -1.4421
C 5.8504 1.1109 1.5261
C 6.9239 0.2708 2.1962
O 6.7413 -1.1204 2.0184
C 6.7711 -1.5836 0.6818
C 8.0889 -1.3293 -0.0296
H 4.8563 0.7800 1.8335
H 5.9707 2.1605 1.8016
H 5.9036 1.0375 0.4359
H 6.8906 0.4369 3.2722
H 7.9209 0.5769 1.8619
H 5.9352 -1.1597 0.1099
H 6.5969 -2.6584 0.7435
H 8.2663 -0.2645 -0.1885
H 8.0890 -1.8136 -1.0062
H 8.9202 -1.7204 0.5568
C -2.7008 3.3750 -8.6722
C -3.1583 4.4754 -7.7295
O -4.0568 4.0353 -6.7285
C -3.5590 3.0533 -5.8420
C -2.3563 3.5038 -5.0302
H -3.5599 2.8516 -9.0930
H -2.1134 3.7981 -9.4870
H -2.0790 2.6364 -8.1634
H -3.7008 5.2324 -8.2949
H -2.2964 4.9791 -7.2769
H -3.3329 2.1270 -6.3823
H -4.3853 2.8282 -5.1659
H -1.4777 3.6601 -5.6587
H -2.1010 2.7496 -4.2903
H -2.5700 4.4462 -4.5208
*
```

LUMO: -0.111 Eh
HOMO level: -11.0 eV
Frontier orbital gap: 7.938 eV

Löwdin atomic charge list, values in e, 8 entries:
1. C -0.087
2. C -0.111
3. B -0.493
4. O 0.130
5. C -0.155
6. C -0.166
7. N 0.068
8. N 0.084

---

Density functional theory data (ωB97M-V/def2-TZVPD) for one molecule with the formula C4H6ClFO in a non-equilibrium geometry.

```
! RIJCOSX wB97M-V def2-TZVPD def2/J DEFGRID3
* xyz 0 1
F -1.1514 -1.7647 -0.2608
C -1.4776 -0.2483 0.1528
C 0.0791 0.2201 0.2278
C 1.1078 -0.8932 0.5408
Cl 2.6707 -0.3972 -0.0719
C 0.1968 1.2506 -0.6662
O 0.0187 1.5814 0.6660
H -2.0191 -0.1253 1.3057
H -2.1608 0.2327 -0.8613
H 1.2800 -1.3660 1.6116
H 0.8247 -1.6608 -0.3697
H -0.5444 1.5789 -1.1580
H 1.1755 1.5918 -1.1167
*
```

LUMO: 0.028 Eh
Relative energy (zero: lowest compared OMol25 entry of this formula, charge and spin): 99.53 kcal/mol
HOMO level: -10.3 eV
Frontier orbital gap: 11.102 eV
Structure (SMILES): FC[C@@]1(CCl)CO1

Löwdin atomic charge list, values in e, 8 entries:
1. F -0.230
2. C 0.051
3. C -0.507
4. C -0.513
5. Cl 0.591
6. C -0.210
7. O 0.017
8. H 0.177